The following is a DFT calculation (ωB97M-V/def2-TZVPD) of a 9-piece molecular cluster, C21H64N14O9 overall in a non-equilibrium geometry.

Structure (XYZ):
```
108
Properties=species:S:1:pos:R:3:lowdin_charge:R:1
H 6.25475 0.13116 -1.37540 0.078
C -0.46420 2.97108 -1.90713 -0.210
H 4.30109 2.07387 -0.99807 0.060
H 2.57706 -1.54844 -1.04432 0.044
H 6.63016 -0.63857 0.07191 0.073
N -0.13216 -2.82198 2.47704 0.174
N -1.81113 0.86823 3.51899 0.177
H 0.90424 3.90111 -3.88109 0.088
H 0.29139 -2.66985 -1.04743 0.129
H -5.30044 -1.07549 -3.67468 0.094
H -6.65909 -1.70464 -0.13692 0.131
H 0.27977 2.70060 -1.14931 0.110
H -3.07530 -1.02522 0.54956 0.077
N -4.94591 -2.13604 2.65111 0.165
C 3.95700 -4.10601 -1.75748 -0.683
H -0.92915 -2.80248 3.08338 0.067
C -1.89585 2.65429 -1.48300 -0.419
O -1.82950 1.51167 5.69308 0.002
H 1.04296 5.23718 1.35833 0.111
C -1.78703 1.79593 4.49647 -0.683
H 8.80925 3.90533 -0.87079 0.087
C -3.00161 3.20531 -2.35169 -0.063
H 8.57233 3.02356 -2.46939 0.090
C -7.43288 -3.31132 -2.29891 -0.043
H 5.66481 -4.02157 -2.71477 0.091
N -6.07604 -4.38483 -0.60267 0.019
H -4.11868 -1.18474 5.57074 0.117
H -7.67617 -2.32495 -2.69155 0.074
H -0.12624 -2.43279 1.53778 0.057
C 2.06939 -0.72122 -1.54289 -0.049
H 1.87034 2.50499 -3.19223 0.078
C -0.25802 -1.72557 -1.06295 -0.128
H -0.02639 -0.07372 0.92435 0.048
H -5.21163 -4.42359 -0.07331 0.064
N -4.71076 -1.45932 4.80482 0.173
N -2.07408 3.19439 -0.11095 0.041
O -5.76729 -0.85890 -1.72018 -0.180
O -2.86413 -1.78489 3.51131 -0.002
N 5.24879 2.40430 -0.85399 0.042
H -1.98840 1.56714 -1.39081 0.100
C 1.11082 -3.15192 2.95573 -0.670
H 2.51678 3.22629 3.58463 0.098
H 4.31732 -4.79013 -3.56920 0.107
H -8.21185 -3.71469 -1.66046 0.077
H 7.85211 1.22596 0.95433 0.120
H 4.95681 -0.43895 -0.36698 0.045
C -4.77581 -0.96853 -2.72047 -0.123
H 4.05457 -2.89162 -0.05438 0.074
H -6.18308 -5.27281 -1.07550 0.073
C 8.17261 3.26227 -1.48276 -0.115
H 1.66518 1.77162 3.41450 0.117
H 2.01348 -1.04787 -2.58680 0.089
N -1.78632 3.09657 4.04287 0.150
H -0.90608 -1.72624 -1.94338 0.127
H -3.95194 2.70647 -2.11032 0.069
N 1.60303 4.59717 1.89034 0.172
C -6.07070 -3.27077 -1.56819 -0.434
H -7.21832 -3.95317 -3.15645 0.075
O 2.74632 -4.32869 -1.76498 0.011
H -1.71821 3.30103 3.06218 0.065
H -1.63559 3.88815 4.63740 0.095
H -5.94669 -2.19274 2.63886 0.100
C -4.08267 -1.83476 3.66189 -0.640
H -4.58183 -2.42592 1.75828 0.066
C 7.36539 1.99125 0.35174 -0.183
H 3.04318 -2.73890 2.72332 0.093
C 0.69062 -0.52920 -0.92745 -0.409
H 5.31677 1.61489 1.04266 0.133
C -2.16649 -0.76673 0.00844 -0.099
O -0.21331 2.34658 -3.15012 -0.199
H 7.25887 3.83255 -1.67048 0.073
O 0.23598 2.80944 1.52454 -0.038
N 4.80987 -4.55221 -2.72430 0.147
H 2.41883 4.96195 2.34125 0.096
H 5.70921 2.43808 -1.75317 0.063
H 1.08858 2.32120 -4.70965 0.088
H 0.19183 0.25059 -1.52170 0.113
H -2.73996 2.56596 0.33957 0.064
H 2.71285 0.15788 -1.56997 0.057
H -4.92474 -2.07670 -0.21412 0.083
N 4.55041 -3.43145 -0.73644 0.156
H -1.23532 3.00474 0.45383 0.005
H -0.38727 4.05316 -2.09707 0.130
C 1.17651 3.32375 2.13785 -0.638
H -3.92456 -1.64857 -2.64984 0.084
H -4.27768 0.01054 -2.73429 0.075
H -1.91531 -0.08782 3.84875 0.074
C 5.91540 0.08402 -0.33243 -0.075
O 1.30056 -3.76927 4.00829 -0.008
H 2.05420 -1.90316 1.56121 0.053
H 1.10576 0.90299 0.55978 0.053
H -5.24483 -3.49247 -2.24683 0.123
N 2.15733 -2.61933 2.26589 0.142
C 5.88800 1.55593 0.11187 -0.425
H -3.36195 4.20974 -2.11134 0.076
H -1.84270 1.12158 2.55278 0.066
C 0.98177 2.82157 -3.74739 -0.101
H -2.90024 3.10243 -3.43197 0.077
H -5.69682 -1.30746 4.76517 0.097
O 8.11499 1.96947 -0.86814 -0.193
N 0.87501 -0.08126 0.44803 0.075
O -1.17384 -1.74936 0.03590 -0.225
H 7.36237 2.99046 0.79127 0.119
H -2.40790 -0.53602 -1.03676 0.075
N 1.97624 2.62733 2.98387 0.178
C -5.84154 -1.96380 -0.80672 -0.188
H 5.54833 -3.49078 -0.63879 0.094
H -1.84556 0.19567 0.43490 0.065
```

## Properties
orbital gap = 8.9 eV
multiplicity = 1
energy relative to the best compared isomer or geometry (same formula, charge and spin) = 154.9 kJ/mol
calculated total energy = -2282.3491 hartree
LUMO level = 0.0079 Eh